(1)
Density functional theory data (ωB97M-V/def2-TZVPD) for a molecular structure, C23H22N2O2PtS3.

Structure (XYZ):
```
53
Properties=species:S:1:pos:R:3:forces:R:3
S 2.1683 3.8802 -1.8867 0.0 0.1 0.0
H -5.1785 -0.5058 -0.3899 -0.1 0.0 0.0
C -3.2031 -1.9487 2.3380 0.0 0.0 0.0
N 2.2060 1.9524 -0.1622 0.1 -0.3 0.0
H 3.6255 2.3972 1.7276 0.0 0.1 0.0
C -5.1846 0.1557 0.4764 -0.1 0.2 -0.1
H 3.9641 -0.8032 3.1888 0.0 0.0 0.0
H -1.9881 -3.8811 -0.7853 0.0 0.0 0.0
C 1.4136 0.2596 -5.6357 0.0 0.0 0.0
H -2.2085 -5.0413 1.3880 0.0 0.1 0.0
C -2.4593 -3.9902 1.3083 0.0 0.0 0.0
O -0.4693 -0.2638 2.2086 -0.3 0.0 0.1
H -2.9674 -3.8026 3.3868 0.0 0.0 0.0
H 1.1569 4.7079 -3.8341 0.0 0.0 0.0
S -0.2933 3.0172 -0.3164 0.0 -0.3 -0.1
C -2.6511 -1.9912 -0.0197 0.0 -0.1 0.0
H 0.1368 1.2812 -2.6669 0.0 0.0 0.0
H -2.5490 -1.4568 -0.9575 0.0 0.0 0.0
H 1.5311 -0.6359 -6.2344 0.0 0.0 0.0
H 0.4401 -0.7572 -4.0102 0.0 0.1 0.0
C 0.9548 3.8093 -3.2535 0.1 -0.1 0.1
S -3.4869 0.4160 0.9738 0.0 -0.1 -0.2
C 1.7151 2.6280 -5.3377 0.0 0.0 -0.1
H 1.0348 -2.9696 5.3880 0.0 0.0 0.0
H -0.7428 -1.8922 4.0541 0.0 0.0 0.0
C 1.2946 -2.2611 4.6100 0.1 0.0 0.0
C 2.9253 -1.0254 3.3925 0.0 0.1 -0.1
C 1.9316 -0.3677 2.6405 0.0 0.1 0.1
C -2.8930 -3.2966 2.4321 0.0 0.0 0.0
C 0.3006 -1.6570 3.8816 -0.1 0.0 0.0
C -3.0870 -1.3193 1.1097 0.0 0.0 0.0
H -0.0363 3.8947 -2.8144 -0.1 0.0 0.0
H -5.5926 1.1337 0.2170 0.0 -0.1 0.0
Pt -0.5628 0.9181 0.5706 0.9 0.5 -0.1
H 2.3602 1.5434 -7.0733 0.0 0.0 0.0
C -2.3351 -3.3401 0.0868 0.0 0.0 0.0
H -3.5118 -1.3861 3.2133 0.0 0.0 0.0
H 4.4134 0.9632 1.1254 0.0 0.0 0.0
H 3.4314 -2.4527 4.8980 0.0 0.0 0.0
C 1.0940 2.5716 -4.0950 0.0 0.0 0.0
H 2.0823 3.5812 -5.7071 0.0 -0.1 0.0
C 0.6310 1.3427 -3.6300 0.0 -0.1 -0.1
C 2.6357 -1.9641 4.3513 -0.1 -0.1 0.1
H 4.1228 1.1468 2.8706 0.0 0.0 0.0
C 1.4172 2.7904 -0.7084 -0.2 0.1 0.0
N 1.6207 1.0459 0.7233 -0.1 0.4 -0.2
C 0.7938 0.1941 -4.3925 0.0 0.1 0.0
C 3.7163 1.3277 1.8827 0.0 -0.1 0.0
O -2.8000 0.9047 -0.2965 -0.2 -0.3 0.6
C 2.3679 0.6741 1.7023 0.2 -0.1 0.1
H -5.7373 -0.2841 1.3085 0.1 0.0 -0.1
C 0.5790 -0.7248 2.8602 0.1 -0.1 -0.1
C 1.8730 1.4817 -6.1074 0.0 0.0 0.0
```
Forces are in eV/Å.

Highest occupied orbital energy (spin up / spin down) = -6.9057 / -7.7040 eV
2S+1 = 3
Expectation value of S² = 2.01
HOMO-LUMO gap (spin up / spin down) = 7.2353 / 6.4187 eV

Calculated atomic charges, method natural (NBO), unit e: S 0.2702; H 0.2412; C -0.2357; N -0.3527; H 0.2485; C -0.8148; H 0.2090; H 0.2212; C -0.2218; H 0.2199; C -0.1943; O -0.8027; H 0.2204; H 0.2320; S -0.1820; C -0.2487; H 0.2218; H 0.2462; H 0.2115; H 0.2094; C -0.5646; S 1.2511; C -0.2388; H 0.2103; H 0.2114; C -0.1736; C -0.1446; C -0.2465; C -0.2037; C -0.2888; C -0.1623; H 0.2469; H 0.2439; Pt 0.9162; H 0.2120; C -0.1978; H 0.2248; H 0.2476; H 0.2140; C 0.0546; H 0.2071; C -0.2433; C -0.2716; H 0.2225; C -0.0708; N -0.3567; C -0.1911; C -0.6818; O -0.9724; C 0.3511; H 0.2388; C 0.4640; C -0.2061

---

(2)
Density functional theory data (ωB97M-V/def2-TZVPD) for a single C23H22N2O5S molecule.

Structure (XYZ):
```
53
Properties=species:S:1:pos:R:3:forces:R:3
C -5.0212 0.6455 1.2869 0.1 0.1 0.9
H -0.8025 -2.7225 -0.1922 0.0 -0.1 -0.1
N 1.9229 -0.3908 1.4390 -0.6 0.2 0.0
C 6.3522 2.4117 -1.3826 0.0 -0.1 -0.1
H 5.6096 -2.0163 2.5757 0.0 0.0 -0.2
H -0.0930 1.0951 1.5951 0.0 0.1 0.1
S -6.9028 0.6614 -0.7687 -0.3 0.2 0.5
C -4.4973 -2.3144 -1.1523 -0.5 0.1 -0.4
H -2.4936 1.6280 1.3209 0.0 0.0 0.0
C -7.3782 1.5078 1.6155 0.5 -0.2 -0.1
H -4.8100 -3.3309 -1.4085 0.0 0.2 0.1
O -3.2197 -2.5027 -0.5692 0.2 0.0 0.2
N 3.2405 -0.6467 1.6050 0.4 0.2 0.3
H 7.1562 3.7378 0.0915 0.0 0.1 0.0
C 5.4000 0.7622 -3.0200 0.1 0.0 0.0
H 3.7147 0.1074 2.0915 -0.1 -0.3 -0.2
O 5.8791 -0.1908 1.8069 0.0 0.3 0.0
H -3.7275 -1.8604 -3.1108 0.0 0.0 -0.1
H 6.8548 2.1320 1.9540 0.0 0.0 0.1
C 5.8017 1.1637 -1.6336 0.0 0.2 0.1
O 3.6208 -2.6671 0.5910 -0.1 -0.2 -0.1
C 5.6370 0.2687 -0.5819 0.0 -0.2 0.2
C -2.1036 0.6766 0.9947 0.0 0.0 -0.1
H -5.4300 -1.4324 -2.8726 -0.1 0.0 -0.1
C 6.0194 0.6196 0.7040 0.1 0.2 -0.1
C -8.4586 1.2749 -0.4017 0.3 -0.2 -0.1
H 6.4824 3.1121 -2.1940 0.0 0.1 -0.1
C 5.4765 -1.5228 1.6070 0.0 -0.4 -0.1
H 5.1771 1.6357 -3.6276 0.0 0.0 -0.1
H -5.2101 -1.9048 -0.4302 0.1 -0.2 -0.1
H -9.2091 1.2975 -1.1673 -0.2 0.0 -0.1
H -4.1614 -0.4326 -2.1614 0.0 0.1 0.0
C -0.7689 0.3837 1.1517 -0.1 -0.1 -0.1
H 6.1063 -2.0365 0.8706 -0.2 0.1 0.0
H 4.5274 0.1134 -2.9979 -0.1 0.0 -0.1
H 5.1992 -0.6962 -0.7888 0.0 -0.1 0.0
C -0.2776 -0.8537 0.7305 -0.8 0.3 -0.1
C -2.5109 -1.4847 -0.0190 -0.1 0.3 0.1
O -4.3243 0.0984 0.2677 0.3 -0.1 -0.3
C 4.0070 -1.6900 1.1944 0.2 0.2 0.1
H 6.2130 0.2153 -3.4986 0.0 0.0 -0.1
C -4.4488 -1.4512 -2.4072 0.2 -0.2 0.4
H 1.4213 -2.1769 0.4846 0.2 0.1 0.1
O -4.5982 0.8330 2.3991 -0.1 -0.1 -0.4
C -2.9826 -0.2429 0.4302 0.3 -0.2 0.1
C -1.1534 -1.7597 0.1466 0.1 0.2 0.1
C 6.5673 1.8770 0.9465 -0.1 -0.2 0.1
C -8.5694 1.6864 0.8925 -0.2 0.0 -0.2
C 6.7307 2.7637 -0.0976 0.0 0.0 0.1
C 1.1223 -1.2075 0.8755 0.7 -0.5 -0.1
C -6.3780 0.9609 0.8537 -0.5 0.1 -0.4
H -9.4683 2.1013 1.3111 -0.2 0.1 0.0
H -7.2404 1.7634 2.6501 0.1 0.0 0.2
```
Forces are in eV/Å.

Highest occupied orbital energy = -8.2896 eV
Energy relative to the best compared isomer or geometry (same formula, charge and spin) = 369.21 kJ/mol
HOMO-LUMO gap = 8.3642 eV

Calculated atomic charges, method natural (NBO), unit e: C 0.7746; H 0.2245; N -0.2428; C -0.2477; H 0.2223; H 0.2328; S 0.4818; C -0.0601; H 0.2335; C -0.1808; H 0.1901; O -0.5061; N -0.4372; H 0.2148; C -0.6309; H 0.4079; O -0.5184; H 0.2143; H 0.2206; C 0.0280; O -0.6043; C -0.3398; C -0.2153; H 0.2167; C 0.3788; C -0.3890; H 0.2102; C -0.1640; H 0.2176; H 0.1795; H 0.2390; H 0.2150; C -0.1926; H 0.2074; H 0.2198; H 0.2218; C -0.0838; C 0.3343; O -0.5176; C 0.6239; H 0.2223; C -0.6415; H 0.2079; O -0.5646; C 0.1846; C -0.2331; C -0.2870; C -0.2639; C -0.1813; C 0.0528; C -0.3482; H 0.2299; H 0.2433

---

(3)
Density functional theory data (ωB97M-V/def2-TZVPD) for a molecular structure, C23H23AsIrOP.

Structure (XYZ):
```
50
Properties=species:S:1:pos:R:3:forces:R:3
H 0.8543 1.2634 -5.2356 -0.1 -0.6 -0.1
H -5.9383 -1.2219 1.8470 0.2 0.1 0.0
C 0.4543 1.4177 2.0281 0.5 -0.3 -1.1
C -0.2195 2.6397 1.9226 -0.5 0.8 -0.6
C -4.8781 -1.0160 1.7219 0.7 0.3 -0.3
H 2.2948 -3.9548 3.3287 -0.1 0.2 -0.2
H 3.7171 -4.4614 1.3313 -0.2 0.3 0.0
C 1.0773 -1.5766 1.1715 0.0 -0.5 0.0
H 1.1670 4.5148 -2.8936 -0.1 -0.3 0.1
H -1.8065 -2.3496 2.4180 0.1 -0.3 0.1
P 0.0309 3.6827 -2.7357 0.2 5.3 -5.3
C 2.1778 -3.3705 2.4162 0.1 0.3 -0.8
C 0.2926 3.7956 2.5141 0.3 -0.3 0.5
C 1.6537 -0.7049 -4.3496 -0.8 -1.2 0.0
H -1.3475 -0.2080 -5.8278 -0.1 -0.1 -0.1
Ir -0.0463 2.0292 -1.4881 -0.4 -2.1 2.8
C -2.5462 -1.6687 2.0393 -0.7 0.8 -0.5
C 1.0639 -1.9866 -4.2755 0.7 1.3 1.0
H 3.4692 -3.1001 -0.7492 -0.4 0.1 0.4
C 1.2370 -2.3301 2.3494 0.0 -0.2 0.3
H 3.2018 2.4774 3.7706 -0.4 0.1 -0.2
As -0.2322 -0.1614 1.1600 -0.4 -1.0 4.9
H 1.7780 -1.2741 -0.8598 0.0 -0.3 0.4
O -0.1389 0.6075 -0.4364 0.1 -2.0 -1.6
C -2.1232 -0.4956 1.3645 -0.2 -0.5 -0.4
H 0.6223 -2.1019 3.2328 0.3 -0.1 -0.5
C 2.9851 -3.6519 1.2907 -0.6 0.5 0.2
C 1.4922 3.7171 3.2460 -0.2 0.5 -0.1
C -3.9170 -1.9202 2.2041 0.3 -0.1 0.0
H -1.0370 -2.6599 -4.6398 0.1 0.3 0.0
H -0.9539 4.7037 -2.6857 0.1 -0.3 0.2
H -0.1774 3.2942 -4.1014 0.2 0.3 0.5
C -0.4568 -0.6003 -5.3680 1.7 2.2 1.9
H -0.2427 4.7486 2.4230 0.2 -0.5 0.1
H -2.7819 1.3071 0.3557 0.0 0.2 -0.2
C 2.2305 2.5325 3.2668 -0.5 -1.0 -0.5
H -5.2014 0.8598 0.6795 0.5 -0.4 0.2
C 2.8347 -2.8899 0.1226 -0.1 0.1 0.2
H -4.2379 -2.8429 2.7174 0.2 0.6 -0.3
H -1.1260 2.7312 1.3005 0.3 -0.1 0.6
C 0.6856 0.2022 -5.0189 -1.8 -1.9 -0.7
H 1.5189 -2.8984 -3.8718 -0.2 0.6 -0.1
C -4.4526 0.1485 1.0602 0.1 -0.1 0.2
C 1.7201 1.3815 2.6136 0.5 0.8 0.8
C -3.0806 0.4151 0.8793 -0.5 -0.7 0.4
H 2.6233 -0.3794 -3.9549 -0.4 -0.4 -0.4
H 2.3105 0.4673 2.5741 -0.1 0.2 0.2
C 1.8789 -1.8572 0.0636 0.4 -0.2 -0.3
H 1.8690 4.6073 3.7688 -0.2 -0.5 -0.3
C -0.2988 -1.8614 -4.6899 0.9 -0.1 -1.4
```
Forces are in eV/Å.

Highest occupied orbital energy (spin up / spin down) = -7.4085 / -10.6704 eV
2S+1 = 6
Expectation value of S² = 8.79
Net charge = +1
HOMO-LUMO gap (spin up / spin down) = 4.5987 / 4.2849 eV

Calculated atomic charges, method natural (NBO), unit e: H 0.2057; H 0.2306; C -0.3948; C -0.2181; C -0.2027; H 0.2343; H 0.2326; C -0.3866; H 0.0798; H 0.2231; P 0.0743; C -0.2229; C -0.2151; C -0.1687; H 0.2263; Ir 0.8698; C -0.2076; C -0.3436; H 0.2305; C -0.1437; H 0.2316; As 1.5795; H 0.2294; O -0.9478; C -0.3727; H 0.2254; C -0.1721; C -0.2184; C -0.1918; H 0.2212; H 0.0612; H 0.0611; C -0.3166; H 0.2265; H 0.1929; C -0.1835; H 0.2261; C -0.2050; H 0.2313; H 0.1945; C -0.2125; H 0.2313; C -0.2095; C -0.2236; C -0.1817; H 0.2166; H 0.2285; C -0.2025; H 0.2294; C -0.0519

---

(4)
Density functional theory data (ωB97M-V/def2-TZVPD) for a molecular structure, C23H23Br2N3O3Ti.

Structure (XYZ):
```
55
Properties=species:S:1:pos:R:3:forces:R:3
H -2.2427 -0.1211 -2.4946 0.0 0.0 0.0
C 4.2141 -0.7911 0.7680 0.0 -0.1 0.0
H 4.7534 -1.6734 1.0748 0.0 0.0 0.0
C -1.0696 -2.4993 -0.5292 0.0 -0.1 0.0
H -1.2889 2.8957 -1.0481 0.0 0.0 0.0
C 1.5228 4.7442 -1.2215 0.1 0.0 0.0
Ti 0.0083 0.2912 0.0856 -0.1 0.2 0.0
H -4.2489 1.2794 2.2879 0.0 0.0 0.0
H -1.8101 -1.7772 -2.9134 0.0 0.0 0.0
H -3.3666 -1.1145 -3.4234 0.0 0.0 0.0
H 2.2850 -1.7102 0.8041 0.0 0.0 0.0
C 2.4084 3.8015 -0.8078 0.2 0.0 0.0
C -2.3443 -3.2778 1.9540 0.0 0.0 0.0
C 0.1441 4.4434 -1.3226 -0.1 0.0 0.0
C -3.2757 -1.5849 -1.3292 0.0 0.0 0.0
Br 2.1178 6.4774 -1.6772 0.0 0.0 0.0
H -2.9359 -3.3774 2.8630 0.0 0.0 0.0
H -0.5425 -0.4129 2.5929 0.0 0.0 0.0
C -3.1395 -2.5929 0.8735 0.0 -0.1 0.0
H -4.4235 0.8016 0.6296 0.0 0.0 0.0
H 4.7069 2.4457 -0.1128 0.0 0.0 0.0
N 2.1351 0.2627 0.2329 0.1 0.0 0.0
C 2.7819 1.4398 -0.0419 0.0 0.0 0.0
C -2.5312 1.1493 1.2125 0.0 0.0 0.0
O -0.6450 -3.6297 -0.5399 0.0 0.0 0.0
O -0.3042 -1.4327 -0.6635 0.0 0.0 0.0
C -6.7363 -1.5050 0.2635 0.0 0.0 0.0
H -7.3005 -2.3653 -0.1020 0.0 0.0 0.0
C -1.6063 1.4528 2.3539 0.0 0.0 0.0
H -6.9831 -1.3759 1.3178 0.0 0.0 0.0
Br 6.7534 0.5000 0.6889 0.0 0.0 0.0
H -5.2130 -0.8808 -1.9041 0.0 0.0 0.0
H -1.3506 2.5138 2.2536 0.0 0.0 0.0
C -4.4917 -2.3306 1.0559 0.0 0.0 0.0
H -7.0889 -0.6298 -0.2836 0.0 0.0 0.0
C -0.2467 3.1828 -0.9861 0.0 0.0 0.0
H -2.1238 1.3479 3.3133 0.0 0.0 0.0
C -2.5386 -2.2167 -0.3302 0.0 0.1 -0.1
C -5.2581 -1.7217 0.0670 0.0 0.0 0.0
H 0.4869 0.9992 2.7345 0.0 0.0 0.0
O -2.0440 0.8710 0.0969 0.1 0.1 0.0
C 4.1853 1.5245 0.0973 0.1 0.0 0.0
H -2.0269 -4.2677 1.6266 0.0 0.0 0.0
C -2.6362 -1.1339 -2.6149 0.0 0.1 0.0
C 4.8755 0.4197 0.4970 0.0 0.1 0.0
N -3.8532 1.1880 1.3694 0.0 -0.1 0.0
C 2.8528 -0.8055 0.6209 0.0 0.0 0.0
C -0.3547 0.5866 2.1744 0.0 0.0 0.2
C 1.9488 2.5079 -0.4685 -0.2 0.1 -0.1
H 3.4594 4.0392 -0.7376 0.0 0.0 0.0
N 0.5966 2.2113 -0.5625 0.1 -0.1 0.0
H -1.4366 -2.7190 2.1921 0.0 0.0 0.0
C -4.6327 -1.3521 -1.1168 0.0 0.0 0.0
H -4.9629 -2.6244 1.9885 0.0 0.0 0.0
H -0.5706 5.1786 -1.6575 0.0 0.0 0.0
```
Forces are in eV/Å.

Highest occupied orbital energy (spin up / spin down) = -5.7157 / -8.9190 eV
2S+1 = 3
Expectation value of S² = 2.02
Energy relative to the best compared isomer or geometry (same formula, charge and spin) = 0.00 kJ/mol
HOMO-LUMO gap (spin up / spin down) = 6.0175 / 8.4666 eV

Calculated atomic charges, method natural (NBO), unit e: H 0.2245; C -0.3245; H 0.2367; C 0.8050; H 0.2106; C -0.0645; Ti 1.6705; H 0.4050; H 0.2283; H 0.2162; H 0.2181; C -0.2412; C -0.6532; C -0.3427; C 0.0510; Br 0.0674; H 0.2094; H 0.2072; C 0.1196; H 0.4232; H 0.2280; N -0.5983; C 0.2143; C 0.7272; O -0.5854; O -0.8224; C -0.6315; H 0.2273; C -0.5052; H 0.2127; Br 0.0726; H 0.2067; H 0.2412; C -0.2600; H 0.2127; C 0.0839; H 0.2056; C -0.1998; C -0.0191; H 0.2214; O -0.6930; C -0.2740; H 0.2458; C -0.6330; C -0.0487; N -0.7700; C 0.0861; C -0.9095; C 0.0912; H 0.2276; N -0.6282; H 0.2162; C -0.2470; H 0.2037; H 0.2342

---

The records above yield max |F| values of 0.99; 0.90; 7.52; 0.24 eV/Å, respectively.